--- a ---
Density functional theory data (the ωB97M-V functional and the def2-TZVPD basis) for a cluster of 2 separate species, C2HCl2NO in total.

Computed properties:
E_HOMO ... -11.0 eV
Gap between HOMO and LUMO ... 9.58 eV

```
! wB97M-V def2-TZVPD RIJCOSX def2/J DEFGRID3
* xyz 0 1
C 2.122 1.444 0.364
C 1.800 0.087 0.076
N 2.246 2.552 0.666
O -0.063 0.131 -0.653
Cl 2.516 -0.513 -1.274
Cl 1.695 -0.981 1.375
H -0.689 0.577 -0.010
*
```

---

--- b ---
Density functional theory data (the ωB97M-V functional and the def2-TZVPD basis) for a structure of composition C2HCl2NO.

Computed properties:
E_HOMO ... -9.8 eV
Gap between HOMO and LUMO ... 8.68 eV

```
! wB97M-V def2-TZVPD RIJCOSX def2/J DEFGRID3
* xyz 0 1
C 2.088 0.968 -0.276
C -1.915 -0.808 0.290
N 1.047 0.679 -0.820
O 3.170 0.878 0.151
Cl -3.374 -0.605 1.116
Cl -1.295 -2.324 0.617
H 0.278 1.211 -1.078
*
```

---

--- c ---
Density functional theory data (the ωB97M-V functional and the def2-TZVPD basis) for an isolated molecule of C2HCl2NO.

Computed properties:
E_HOMO ... -10.4 eV
SMILES ... O=CN=C(Cl)Cl
Gap between HOMO and LUMO ... 9.91 eV

```
! wB97M-V def2-TZVPD RIJCOSX def2/J DEFGRID3
* xyz 0 1
O -0.497 -1.383 1.043
C -0.390 -0.433 0.351
N -1.448 0.427 0.072
C -2.688 0.034 -0.006
Cl -3.933 1.250 0.258
Cl -3.048 -1.501 -0.394
H 0.617 -0.112 -0.096
*
```

---

Of all the structures shown, which is most stable? c, and a is the least stable.